[1]
{"formula": "C56H43AsCrN4O6S2", "method": "wB97M-V/def2-TZVPD", "elements": ["Cr", "C", "C", "N", "N", "C", "O", "C", "C", "C", "C", "C", "C", "C", "C", "C", "C", "C", "N", "H", "H", "H", "H", "H", "H", "H", "H", "H", "H", "H", "H", "C", "C", "C", "C", "C", "C", "C", "C", "C", "C", "H", "H", "H", "H", "H", "H", "H", "O", "C", "O", "C", "C", "C", "C", "C", "C", "H", "H", "H", "H", "H", "O", "As", "C", "C", "C", "C", "C", "C", "C", "C", "C", "C", "C", "C", "C", "C", "C", "C", "C", "C", "H", "H", "H", "H", "H", "H", "H", "H", "H", "H", "H", "H", "H", "H", "H", "O", "S", "O", "N", "C", "S", "C", "C", "C", "C", "C", "C", "H", "H", "H", "H"], "coordinates": [[-1.027, 0.690, 0.262], [-2.692, 0.083, 4.145], [-2.414, 0.180, 2.675], [-1.215, 0.645, 2.142], [-0.191, 0.964, 2.976], [0.902, 1.287, 2.433], [1.016, 1.308, 1.025], [2.037, 1.822, 3.219], [3.029, 2.603, 2.635], [4.063, 3.124, 3.405], [4.125, 2.863, 4.766], [3.135, 2.084, 5.353], [2.099, 1.571, 4.588], [-3.310, -0.136, 1.688], [-4.666, -0.562, 1.911], [-5.493, -0.779, 0.864], [-5.013, -0.599, -0.477], [-3.726, -0.224, -0.661], [-2.842, 0.009, 0.363], [-1.817, 0.400, 4.708], [-2.941, -0.941, 4.447], [-3.531, 0.725, 4.437], [2.988, 2.827, 1.576], [4.815, 3.746, 2.934], [4.934, 3.263, 5.363], [3.171, 1.873, 6.415], [1.321, 0.966, 5.037], [-5.010, -0.685, 2.933], [-6.520, -1.084, 1.037], [-5.656, -0.759, -1.332], [-3.331, -0.075, -1.659], [3.207, 2.339, -3.315], [2.049, 2.817, -2.653], [1.699, 2.317, -1.435], [2.484, 1.302, -0.824], [2.149, 0.742, 0.433], [2.895, -0.229, 1.011], [4.064, -0.681, 0.358], [4.434, -0.174, -0.852], [3.645, 0.826, -1.476], [3.986, 1.378, -2.739], [3.476, 2.745, -4.284], [1.436, 3.579, -3.119], [0.809, 2.676, -0.935], [2.597, -0.651, 1.963], [4.659, -1.454, 0.830], [5.325, -0.532, -1.354], [4.881, 1.019, -3.237], [-0.771, -1.514, -2.375], [-0.701, -0.284, -2.597], [-0.753, 0.651, -1.762], [-0.551, 0.159, -4.030], [-0.262, -0.758, -5.033], [-0.143, -0.335, -6.352], [-0.321, 1.007, -6.669], [-0.613, 1.924, -5.666], [-0.725, 1.500, -4.347], [-0.120, -1.797, -4.762], [0.085, -1.053, -7.132], [-0.230, 1.339, -7.698], [-0.757, 2.970, -5.910], [-0.956, 2.199, -3.551], [-0.075, -1.126, 0.421], [-0.504, -2.634, -0.174], [-2.269, -3.187, -0.727], [-3.205, -3.404, 0.280], [-4.456, -3.914, -0.038], [-4.769, -4.222, -1.353], [-3.839, -3.993, -2.360], [-2.593, -3.466, -2.053], [0.915, -3.572, -1.089], [2.091, -3.706, -0.360], [3.182, -4.369, -0.908], [3.093, -4.916, -2.180], [1.913, -4.794, -2.905], [0.829, -4.120, -2.364], [-0.429, -3.626, 1.506], [-0.506, -5.016, 1.525], [-0.506, -5.698, 2.733], [-0.435, -4.991, 3.930], [-0.355, -3.604, 3.914], [-0.348, -2.919, 2.701], [-2.971, -3.162, 1.306], [-5.185, -4.066, 0.749], [-5.745, -4.624, -1.599], [-4.087, -4.214, -3.391], [-1.894, -3.233, -2.840], [2.151, -3.291, 0.637], [4.102, -4.457, -0.340], [3.940, -5.441, -2.607], [1.840, -5.221, -3.899], [-0.076, -4.017, -2.940], [-0.568, -5.566, 0.593], [-0.563, -6.780, 2.745], [-0.446, -5.524, 4.874], [-0.301, -3.052, 4.846], [-0.293, -1.836, 2.669], [-1.948, 7.712, -0.872], [-1.054, 6.653, -1.256], [-0.245, 6.847, -2.429], [-1.852, 5.224, -1.345], [-1.479, 4.393, -0.406], [-2.184, 2.846, -0.232], [-0.414, 4.942, 0.510], [0.146, 4.369, 1.634], [1.101, 5.093, 2.342], [1.480, 6.369, 1.931], [0.896, 6.956, 0.814], [-0.046, 6.216, 0.129], [-0.192, 3.393, 1.963], [1.550, 4.660, 3.229], [2.225, 6.916, 2.498], [1.160, 7.959, 0.496]], "forces_ev_per_angstrom": [[0.049, -0.427, 0.457], [0.011, 0.021, -0.076], [0.446, 0.123, 0.001], [-0.076, -0.039, 0.013], [-0.894, -0.118, 0.276], [0.836, 0.102, -0.303], [0.050, -0.214, 0.171], [-0.120, -0.148, -0.138], [0.221, 0.039, -0.079], [-0.065, -0.031, -0.101], [-0.033, -0.005, -0.035], [-0.086, -0.036, 0.017], [0.018, -0.095, 0.169], [0.015, -0.051, -0.465], [0.074, -0.020, 0.019], [-0.037, -0.011, -0.172], [-0.269, -0.076, 0.182], [0.354, 0.192, 0.356], [-0.484, -0.058, -0.002], [0.026, 0.007, 0.030], [0.021, 0.039, -0.006], [0.056, -0.033, 0.000], [0.011, 0.020, 0.055], [-0.018, -0.045, 0.005], [-0.021, -0.005, -0.008], [-0.015, 0.004, -0.028], [0.051, 0.041, 0.001], [0.013, 0.021, -0.074], [0.044, 0.012, -0.024], [0.010, -0.006, 0.052], [0.085, 0.023, 0.049], [-0.084, 0.063, 0.047], [0.134, 0.001, -0.123], [0.100, -0.067, 0.082], [-0.031, 0.137, -0.187], [-0.294, 0.528, -0.085], [0.098, -0.231, 0.207], [-0.074, -0.112, 0.057], [-0.038, 0.036, -0.038], [-0.012, 0.033, -0.099], [0.017, -0.059, 0.059], [-0.031, -0.014, 0.039], [0.037, -0.010, 0.025], [0.014, -0.011, -0.020], [0.008, 0.013, -0.007], [-0.007, 0.026, 0.001], [-0.020, 0.015, 0.012], [-0.056, -0.001, 0.008], [0.394, -0.016, 0.328], [0.160, 0.263, -0.257], [0.015, -0.364, 0.166], [-0.062, -0.035, -0.045], [0.029, 0.036, -0.107], [-0.006, 0.003, 0.077], [0.021, -0.042, 0.029], [0.000, -0.017, 0.049], [-0.011, 0.144, -0.132], [-0.025, 0.017, -0.019], [0.006, 0.028, 0.022], [-0.011, -0.018, 0.045], [0.006, -0.040, 0.018], [-0.002, -0.037, -0.041], [-0.160, 0.139, -0.708], [-0.061, 0.044, 0.317], [-0.097, -0.025, -0.019], [0.040, -0.061, -0.143], [-0.032, -0.033, -0.034], [-0.004, 0.028, 0.035], [-0.028, -0.008, 0.080], [-0.121, -0.073, 0.004], [0.074, 0.157, -0.158], [0.055, -0.041, -0.119], [-0.013, 0.016, 0.002], [-0.027, 0.010, 0.013], [0.073, -0.053, 0.015], [-0.030, 0.077, 0.061], [-0.012, 0.055, 0.130], [0.021, 0.058, 0.066], [0.009, 0.030, 0.033], [0.000, 0.040, -0.033], [0.013, -0.035, -0.079], [-0.016, -0.076, 0.056], [0.010, 0.003, 0.067], [0.015, 0.039, -0.023], [0.035, 0.009, 0.014], [0.006, 0.015, 0.023], [-0.123, -0.036, 0.030], [0.049, 0.047, 0.056], [-0.055, 0.005, -0.012], [-0.036, 0.037, 0.020], [-0.003, 0.023, 0.049], [-0.008, 0.029, -0.043], [-0.010, -0.037, -0.018], [-0.008, 0.026, -0.004], [0.013, 0.019, -0.034], [-0.006, -0.013, -0.040], [-0.011, -0.042, 0.009], [-0.025, 0.083, -0.039], [-0.027, -0.019, 0.068], [0.040, -0.004, -0.077], [0.013, -0.187, 0.153], [0.168, 0.023, -0.230], [-0.016, 0.214, -0.001], [-0.133, -0.079, -0.054], [-0.002, -0.038, 0.149], [-0.091, 0.048, 0.018], [-0.011, -0.035, 0.020], [-0.015, -0.001, -0.051], [0.097, 0.048, 0.040], [0.010, 0.096, -0.007], [-0.064, 0.080, -0.057], [-0.030, -0.033, -0.016], [-0.013, -0.064, 0.020]], "e_homo_ha": [-0.119, -0.121], "spin_multiplicity": 2, "total_energy_ha": -6906.9734, "de_lowest_kj_mol": 0.00, "charge": -1}

---

[2]
{"formula": "H33O17", "method": "wB97M-V/def2-TZVPD", "elements": ["O", "H", "H", "O", "H", "H", "O", "H", "H", "O", "H", "H", "O", "H", "O", "H", "H", "O", "H", "H", "O", "H", "H", "O", "H", "H", "O", "H", "H", "O", "H", "H", "O", "H", "H", "O", "H", "H", "O", "H", "H", "O", "H", "H", "O", "H", "H", "O", "H", "H"], "coordinates": [[2.835, -3.853, 3.912], [3.564, -3.315, 3.593], [2.797, -4.333, 3.015], [-0.171, 2.169, -4.358], [0.677, 1.880, -4.707], [-0.780, 1.405, -4.221], [-3.682, 0.318, -4.582], [-2.729, 0.029, -4.417], [-3.552, 1.181, -5.007], [-3.709, 2.286, 4.126], [-2.841, 2.247, 3.689], [-3.795, 1.303, 4.377], [0.611, -1.015, -2.642], [0.391, -0.596, -1.812], [-2.636, 1.106, 1.637], [-3.519, 1.562, 1.632], [-2.881, 0.311, 1.157], [-3.059, 0.635, -2.024], [-3.839, 0.823, -2.615], [-2.677, 0.227, -2.807], [-0.727, -0.791, 1.694], [0.046, -0.524, 1.099], [-0.221, -0.647, -3.250], [-0.796, 3.208, -1.567], [-1.136, 2.572, -2.225], [-1.160, 2.796, -0.768], [3.942, -1.636, -0.518], [4.685, -1.657, -1.122], [3.250, -1.066, -0.891], [2.565, -0.517, 1.749], [2.491, -1.381, 2.173], [3.350, -0.528, 1.215], [1.158, -1.344, 5.665], [1.654, -1.239, 4.857], [0.274, -1.661, 5.440], [3.766, -3.624, 1.546], [4.492, -3.315, 1.006], [3.013, -3.694, 0.935], [3.275, 4.580, 1.254], [2.676, 3.873, 1.022], [4.122, 4.549, 0.827], [-1.228, -0.186, -4.306], [-0.671, -0.576, -4.973], [-1.091, -1.416, 1.059], [-3.994, -1.422, 0.285], [-3.465, -0.938, -0.404], [-3.510, -2.244, 0.348], [1.056, 1.258, -0.028], [0.461, 1.430, 0.707], [0.721, 1.770, -0.774]], "forces_ev_per_angstrom": [[-0.090, -1.139, -2.163], [0.261, 0.520, 0.654], [-0.432, 0.523, 2.332], [-0.116, 1.429, 0.170], [-0.414, -0.435, 0.221], [0.840, -0.749, -0.591], [-0.484, 0.641, -0.244], [0.192, -0.296, -1.027], [-0.129, -0.414, 0.114], [0.276, -2.450, 0.530], [-0.261, 0.189, -0.019], [-0.030, 2.252, -0.530], [-1.544, 0.595, -1.066], [0.184, 0.185, 0.513], [-1.745, 1.133, -0.068], [1.208, -0.256, 0.155], [0.365, -0.508, 0.029], [-1.346, 0.193, -0.759], [0.086, 0.304, 1.328], [1.605, -0.656, 0.413], [1.919, 0.015, -1.838], [-0.891, -0.031, 1.509], [1.445, -0.756, 0.738], [-0.357, -1.001, 0.342], [0.389, 0.511, -0.255], [-0.090, 0.431, 0.050], [-0.067, 0.043, 0.247], [-0.152, 0.258, -0.331], [0.190, -0.238, -0.202], [-0.919, 0.083, 0.798], [0.244, 0.061, -0.216], [0.570, -0.294, -0.347], [-0.361, 0.037, 0.764], [-0.068, -0.113, -0.471], [0.411, 0.106, -0.270], [-0.346, -0.375, -0.517], [0.057, 0.225, -0.320], [0.458, 0.282, 0.063], [-0.492, 1.020, 1.016], [0.363, -0.437, -0.507], [0.105, -0.631, -0.529], [-0.092, -0.137, 1.057], [-0.101, -0.154, -0.553], [-0.610, -0.340, 0.268], [0.979, 0.878, -0.852], [-0.937, -0.210, 0.314], [-0.015, -0.457, 0.186], [0.250, -0.247, -0.047], [-0.091, 0.163, 0.034], [-0.217, 0.250, -0.123]], "e_homo_ha": -0.243, "total_energy_ha": -1298.9006, "de_lowest_kj_mol": 246.22, "charge": -1}

---

[3]
{"formula": "C22H16N3O2PtS2", "method": "wB97M-V/def2-TZVPD", "elements": ["Pt", "S", "C", "C", "C", "C", "C", "C", "N", "C", "C", "C", "C", "C", "C", "C", "C", "N", "C", "C", "C", "C", "C", "S", "C", "H", "H", "H", "H", "H", "H", "H", "H", "H", "H", "H", "H", "N", "C", "C", "O", "O", "H", "H", "H", "H"], "coordinates": [[1.490, -0.369, 0.755], [1.115, 1.669, -5.990], [2.609, 1.792, -6.790], [3.670, 1.466, -5.975], [3.276, 1.111, -4.687], [1.899, 1.162, -4.498], [1.106, 0.884, -3.348], [1.663, 0.480, -2.117], [0.928, 0.221, -1.053], [-0.450, 0.349, -1.129], [-1.098, 0.748, -2.335], [-2.529, 0.841, -2.301], [-3.234, 0.563, -1.182], [-2.594, 0.160, 0.039], [-3.248, -0.142, 1.209], [-2.500, -0.542, 2.359], [-1.107, -0.608, 2.244], [-0.445, -0.310, 1.137], [-1.172, 0.071, 0.017], [-3.170, -0.857, 3.576], [-2.671, -1.262, 4.808], [-3.665, -1.468, 5.765], [-4.926, -1.225, 5.281], [-4.920, -0.741, 3.651], [-0.312, 1.011, -3.430], [2.631, 2.098, -7.817], [4.690, 1.487, -6.315], [3.968, 0.825, -3.916], [2.733, 0.365, -2.000], [-3.035, 1.146, -3.204], [-4.311, 0.639, -1.179], [-4.323, -0.082, 1.268], [-0.523, -0.922, 3.099], [-1.626, -1.405, 5.016], [-3.476, -1.785, 6.776], [-5.862, -1.306, 5.797], [-0.759, 1.318, -4.362], [2.143, -0.976, 2.638], [3.565, -0.583, 2.723], [4.220, -0.828, 1.322], [5.345, -1.247, 1.251], [3.449, -0.516, 0.343], [1.639, -0.601, 3.443], [2.079, -1.997, 2.685], [4.102, -1.126, 3.504], [3.635, 0.490, 2.922]], "forces_ev_per_angstrom": [[1.364, -0.440, 1.191], [0.663, -0.228, 0.603], [0.324, -0.176, 0.492], [-0.314, 0.322, -0.990], [-1.228, -0.090, 0.633], [1.014, 0.402, -1.593], [-2.117, -0.006, 0.558], [0.141, 0.006, -0.099], [-1.562, 0.251, -0.554], [1.303, 0.498, -1.992], [0.058, -0.504, 1.756], [-0.075, -0.003, 0.077], [-0.026, 0.028, -0.065], [1.462, 0.136, -0.773], [0.949, -0.568, 1.711], [-0.614, 0.676, -2.100], [0.119, 0.025, -0.040], [-1.595, 0.439, -1.135], [-1.039, -0.558, 2.090], [-0.982, -0.390, 1.565], [-0.056, 0.372, -1.242], [-0.921, 0.005, 0.220], [0.458, -0.038, -0.004], [0.853, -0.158, 0.296], [1.968, -0.109, -0.126], [0.076, 0.052, -0.199], [0.134, -0.006, -0.020], [0.156, -0.071, 0.188], [-0.019, -0.042, 0.084], [-0.107, 0.027, -0.096], [-0.128, 0.023, -0.058], [-0.134, 0.028, -0.080], [0.041, 0.022, -0.052], [0.210, -0.018, 0.000], [0.022, -0.037, 0.121], [-0.183, -0.040, 0.189], [-0.150, 0.018, -0.046], [-0.354, -0.070, 0.051], [0.892, -0.047, -0.511], [0.615, -0.278, 1.848], [-0.016, 0.149, -0.181], [-0.965, 0.360, -1.341], [0.035, -0.115, -0.278], [-0.024, 0.263, 0.062], [-0.109, 0.024, -0.172], [-0.137, -0.132, 0.014]], "e_homo_ha": -0.393, "total_energy_ha": -2078.2643, "de_lowest_kj_mol": 41.06, "charge": 1}

---

[4]
{"formula": "C18H19N5O6S", "method": "wB97M-V/def2-TZVPD", "elements": ["C", "H", "O", "C", "C", "C", "C", "C", "C", "O", "C", "H", "H", "H", "H", "C", "O", "N", "H", "C", "C", "N", "N", "C", "S", "C", "H", "H", "C", "O", "N", "C", "N", "O", "C", "C", "H", "C", "H", "H", "H", "H", "O", "H", "H", "H", "H", "H", "H"], "coordinates": [[5.277, -1.648, -1.907], [5.805, -2.357, -2.543], [4.006, -1.493, -2.488], [3.117, -0.662, -1.891], [3.355, 0.076, -0.742], [2.374, 0.892, -0.201], [1.132, 0.988, -0.808], [0.894, 0.270, -1.984], [1.857, -0.556, -2.528], [1.705, -1.299, -3.656], [0.464, -1.259, -4.315], [0.222, -0.248, -4.660], [0.567, -1.919, -5.174], [-0.342, -1.626, -3.670], [-0.071, 0.388, -2.449], [0.024, 1.833, -0.301], [-0.910, 2.193, -0.999], [0.121, 2.202, 1.004], [0.806, 1.748, 1.586], [-0.903, 2.985, 1.645], [-1.393, 2.347, 2.892], [-2.114, 2.862, 3.830], [-2.313, 1.910, 4.764], [-1.694, 0.852, 4.350], [-1.650, -0.697, 5.120], [-0.478, -1.579, 4.023], [-0.571, -2.629, 4.303], [0.538, -1.242, 4.232], [-0.761, -1.400, 2.533], [0.132, -1.187, 1.749], [-2.075, -1.515, 2.215], [-2.632, -1.109, 1.015], [-3.928, -0.902, 0.942], [-4.173, -0.451, -0.310], [-3.026, -0.377, -1.000], [-1.994, -0.802, -0.209], [-0.952, -0.878, -0.430], [-3.066, 0.167, -2.377], [-2.633, -0.536, -3.084], [-2.491, 1.093, -2.401], [-4.096, 0.374, -2.655], [-2.753, -1.673, 2.951], [-1.074, 1.053, 3.163], [-0.548, 3.994, 1.888], [-1.725, 3.082, 0.922], [2.617, 1.465, 0.681], [4.314, 0.022, -0.252], [5.209, -2.055, -0.892], [5.829, -0.703, -1.884]], "forces_ev_per_angstrom": [[0.252, -0.019, 0.130], [-0.003, 0.058, 0.078], [-0.447, 0.159, -0.062], [-0.050, -0.029, -0.101], [0.212, -0.234, -0.148], [-0.377, 0.096, -0.086], [0.383, -0.215, -0.195], [0.041, -0.042, -0.037], [0.092, -0.079, -0.035], [0.331, 0.084, 0.307], [-0.211, 0.011, -0.113], [0.000, -0.029, 0.027], [-0.060, 0.059, 0.052], [0.018, 0.026, -0.010], [-0.088, -0.013, -0.104], [-0.022, 0.201, 0.168], [-0.038, -0.022, -0.175], [0.122, -0.007, 0.297], [-0.037, -0.050, -0.106], [-0.062, 0.247, -0.404], [-0.319, 0.186, 0.515], [0.426, 0.983, -1.292], [-0.025, -1.438, 0.925], [-0.109, 0.583, -0.048], [0.097, -0.533, 0.104], [-0.017, 0.455, 0.243], [-0.002, 0.010, 0.020], [-0.096, -0.095, -0.170], [0.090, -0.274, 0.338], [0.124, -0.026, -0.167], [-0.545, -0.279, 0.003], [-0.409, 0.358, -0.816], [0.267, -0.417, 1.246], [0.061, 0.223, -0.781], [0.654, -0.272, 0.438], [-0.498, 0.109, -0.210], [0.197, 0.015, -0.110], [-0.090, 0.072, 0.102], [-0.014, -0.038, -0.057], [-0.010, 0.020, -0.051], [-0.050, 0.001, -0.100], [0.192, 0.092, 0.017], [-0.079, 0.203, 0.137], [-0.132, -0.156, -0.020], [0.165, 0.007, 0.198], [0.010, 0.055, 0.084], [0.102, -0.039, -0.001], [-0.007, 0.030, -0.039], [-0.037, -0.036, 0.008]], "e_homo_ha": -0.310, "smiles": "COc1ccc(C(=O)NCc2nnc(SCC(=O)Nc3cc(C)on3)o2)cc1OC", "total_energy_ha": -1820.6854, "de_lowest_kj_mol": 14.48}